C29H29INO4P as an isolated structure, computed with ωB97M-V/def2-TZVPD.

Values from the calculation:
Lowest unoccupied orbital energy (eV): -1.5
Orbital gap (hartree): 0.27482
Spin multiplicity: 1
Net charge: 0

Each line ends with the natural charge from an NBO analysis.
Cartesian coordinates (Å):
O 4.28745 1.66626 1.19520  -1.091
P 5.51004 1.01357 0.74948  2.559
O 6.14421 1.66568 -0.55273  -1.005
O 5.32192 -0.52992 0.43339  -0.995
I 5.86876 -1.33026 -1.32858  0.513
O 6.66015 1.10994 1.85897  -0.774
C 7.97781 0.94585 1.40688  0.478
C 8.79081 2.06863 1.40668  -0.276
C 10.09232 1.90459 0.97058  -0.148
C 10.51022 0.64155 0.56834  -0.270
C 9.59438 -0.39606 0.62645  0.052
N 8.33532 -0.26212 1.05248  -0.446
H 5.69476 2.50079 -0.72949  0.528
H 8.42621 3.02954 1.71860  0.235
H 10.77662 2.73537 0.94349  0.222
H 11.50473 0.45469 0.20475  0.225
H 9.90061 -1.38438 0.32195  0.198
C 1.34163 1.50646 0.01890  -0.149
C 0.97102 2.65105 0.70848  -0.243
C -0.20453 3.31339 0.38105  -0.205
C -1.01535 2.82669 -0.63601  -0.224
C -0.64663 1.68074 -1.32731  -0.221
C 0.53255 1.02300 -1.00169  -0.247
H 2.25754 0.99962 0.27890  0.224
H 1.60293 3.02572 1.50315  0.220
H -0.48949 4.20805 0.92053  0.213
H -1.93434 3.33991 -0.88911  0.210
H -1.27937 1.29862 -2.11899  0.213
H 0.82177 0.13079 -1.54415  0.205
C 1.32694 3.85375 4.71933  -0.205
C 1.10326 4.83424 5.67612  -0.218
C -0.16725 5.00996 6.20644  -0.216
C -1.21324 4.20109 5.78412  -0.214
C -0.98905 3.21922 4.82906  -0.213
C 0.28027 3.04743 4.29476  -0.217
H 2.31730 3.71672 4.30358  0.215
H 1.92000 5.46175 6.00908  0.210
H -0.34254 5.77752 6.94927  0.210
H -2.20348 4.33627 6.19985  0.211
H -1.80405 2.58777 4.49953  0.213
H 0.45427 2.28511 3.54707  0.222
C -1.64154 -2.37868 -2.22704  -0.222
C -2.34244 -3.23401 -3.06563  -0.217
C -3.69152 -3.47201 -2.84316  -0.219
C -4.34026 -2.84889 -1.78575  -0.218
C -3.63975 -1.99080 -0.94941  -0.231
C -2.28923 -1.75823 -1.16774  -0.160
H -0.58850 -2.19478 -2.39881  0.208
H -1.83738 -3.71573 -3.89292  0.211
H -4.23731 -4.14245 -3.49545  0.212
H -5.39422 -3.03073 -1.61415  0.211
H -4.14642 -1.50308 -0.12678  0.213
H -1.74079 -1.09174 -0.51421  0.212
C -8.89933 -3.67775 -4.37048  -0.232
C -9.72581 -4.78469 -4.50221  -0.212
C -9.33773 -6.00832 -3.97432  -0.217
C -8.12561 -6.12363 -3.30869  -0.201
C -7.30093 -5.01560 -3.17432  -0.241
C -7.68532 -3.79347 -3.70791  -0.162
H -9.20090 -2.72444 -4.78459  0.212
H -10.67335 -4.69392 -5.01723  0.212
H -9.98040 -6.87246 -4.08170  0.212
H -7.82391 -7.07674 -2.89413  0.211
H -6.35549 -5.10564 -2.65397  0.211
H -7.03835 -2.93075 -3.60780  0.205



C29H29INOP2S2W as an isolated structure, computed with ωB97M-V/def2-TZVPD.

Values from the calculation:
Lowest unoccupied orbital energy (eV): -11.4
Orbital gap (hartree): 0.20864
Energy above the lowest of the compared OMol25 structures with the same formula, charge and spin (kcal/mol): 0.0
Spin multiplicity: 1
Net charge: +3

Each line ends with the natural charge from an NBO analysis.
Cartesian coordinates (Å):
W 0.62779 1.61060 -1.92551  1.208
S -1.17778 2.83136 -0.86385  -0.175
P -1.53911 0.98788 0.07174  1.543
C -0.12034 0.29289 -0.65488  -1.210
P 0.66403 -1.22071 -1.01523  1.541
S 1.79729 -0.40243 -2.57998  -0.186
C 1.76528 -1.69669 0.29410  -0.396
C 2.41999 -0.72113 1.05593  -0.207
C 3.29280 -1.11571 2.05072  -0.186
C 3.51488 -2.47171 2.28686  -0.133
C 2.85516 -3.43650 1.54146  -0.188
C 1.97383 -3.05497 0.53873  -0.162
C -0.33666 -2.56383 -1.56547  -0.487
C -0.09365 -3.18587 -2.79014  -0.153
C -0.86937 -4.27754 -3.15235  -0.188
C -1.87285 -4.72864 -2.30534  -0.152
C -2.11249 -4.10191 -1.08558  -0.126
C -1.34663 -3.01480 -0.70676  -0.193
C -3.02070 0.17637 -0.42078  -0.420
C -3.19151 -0.20630 -1.75762  -0.190
C -4.32378 -0.90872 -2.11810  -0.183
C -5.27275 -1.23705 -1.15096  -0.127
C -5.10170 -0.85782 0.17317  -0.195
C -3.97262 -0.14490 0.55020  -0.160
C -1.42800 1.21738 1.82596  -0.491
C -1.65137 2.46625 2.40649  -0.108
C -1.57019 2.59203 3.78586  -0.208
C -1.25890 1.48674 4.56788  -0.138
C -1.03511 0.24316 3.98500  -0.178
C -1.11883 0.10163 2.61130  -0.184
H 2.22508 0.32963 0.87821  0.203
H 3.80218 -0.37632 2.65493  0.236
H 4.20884 -2.77464 3.06017  0.252
H 3.02393 -4.48694 1.73768  0.254
H 1.45826 -3.80587 -0.04767  0.241
H 0.69078 -2.83514 -3.44918  0.235
H -0.68549 -4.77444 -4.09539  0.254
H -2.47575 -5.57908 -2.59612  0.252
H -2.89066 -4.46784 -0.42860  0.238
H -1.52843 -2.53153 0.24776  0.219
H -2.44813 0.04790 -2.50126  0.212
H -4.47800 -1.20029 -3.14858  0.245
H -6.15882 -1.78934 -1.43840  0.252
H -5.85075 -1.10754 0.91276  0.254
H -3.84078 0.16585 1.57891  0.242
H -1.91052 3.32664 1.80100  0.224
H -1.75885 3.55099 4.25008  0.251
H -1.19516 1.59310 5.64349  0.252
H -0.80649 -0.61357 4.60491  0.248
H -0.95425 -0.86973 2.15534  0.219
C 5.18738 4.12494 0.04255  -0.418
N 3.79310 3.64647 -0.05833  -0.268
C 2.84171 4.17830 0.92837  -0.433
C 3.45364 2.82918 -0.98963  0.551
O 2.25170 2.39469 -1.14833  -0.712
H 5.49611 4.07952 1.08435  0.247
H 5.23799 5.15693 -0.29904  0.248
H 5.84603 3.50362 -0.55847  0.238
H 3.02444 5.24426 1.04218  0.255
H 3.01396 3.68911 1.88585  0.244
H 1.82151 4.01541 0.60463  0.228
H 4.22080 2.48254 -1.67779  0.213
I 0.92975 3.40102 -4.07273  0.490
C -0.41929 1.68058 -3.78651  -0.757
H -0.20994 1.00482 -4.60652  0.260
H -1.41259 2.10770 -3.86348  0.262



C29H29MoN7OPS3 as an isolated structure, computed with ωB97M-V/def2-TZVPD.

Values from the calculation:
Lowest unoccupied orbital energy (spin up / spin down) (eV): -14.1 / -13.7
<S²>: 0.787
Orbital gap (spin up / spin down) (hartree): 0.18022 / 0.19802
Energy above the lowest of the compared OMol25 structures with the same formula, charge and spin (kcal/mol): 3.3
Spin multiplicity: 2
Net charge: +4

Each line ends with the Mulliken spin population.
Cartesian coordinates (Å):
Mo -0.67434 -0.04511 0.15367  1.275
S -5.59981 5.65789 1.00374  -0.001
N -4.86499 4.76007 2.11096  0.000
C -4.10113 3.89828 1.45714  0.000
C -3.26151 2.88442 2.05485  -0.002
C -3.15107 2.64810 3.43410  0.004
C -2.31977 1.63988 3.88139  -0.003
C -1.60022 0.89037 2.96199  -0.004
N -1.69761 1.10600 1.64045  -0.007
C -2.52219 2.08654 1.18960  0.012
C -2.59818 2.22671 -0.23784  0.009
N -1.85279 1.34981 -0.97234  -0.038
C -1.92158 1.42466 -2.31329  -0.012
C -2.69111 2.37113 -2.96881  -0.003
C -3.44545 3.26349 -2.23039  0.000
C -3.40566 3.19272 -0.83118  -0.001
C -4.16504 4.05160 0.05054  -0.001
N -4.97414 5.02819 -0.33206  0.000
H -3.72194 3.25729 4.12538  0.000
H -2.21749 1.42594 4.93635  0.001
H -0.92939 0.10507 3.28212  0.000
H -1.35754 0.69567 -2.87426  -0.006
H -2.70360 2.38638 -4.04997  0.000
H -4.07442 4.00561 -2.70887  0.000
O -0.62550 -1.57157 1.32886  -0.023
N -1.08513 -2.81390 1.07932  -0.006
C -0.81832 -3.79760 1.95861  0.016
C -1.35543 -5.04159 1.73102  -0.013
C -2.16378 -5.25425 0.61305  0.009
C -2.40116 -4.22059 -0.28000  -0.001
C -1.83895 -2.98152 -0.02981  0.016
S -2.02640 -1.56233 -1.00860  -0.092
H -0.19880 -3.53263 2.80338  0.000
H -1.15245 -5.83630 2.43619  0.000
H -2.60577 -6.22754 0.44025  0.000
H -3.01865 -4.35848 -1.15788  0.001
C 2.66621 3.69748 -0.40754  0.000
N 3.28940 2.57379 0.28133  -0.001
C 4.76431 2.50206 0.43607  0.000
C 4.97029 1.24741 1.30666  0.000
N 3.59360 0.69521 1.37872  -0.001
C 2.71852 1.54490 0.84474  0.003
S 0.98520 1.38677 1.13614  -0.028
H 3.04698 3.76002 -1.42700  0.000
H 2.91593 4.62291 0.11044  0.000
H 1.58633 3.57491 -0.41906  0.000
H 5.11931 3.41584 0.90944  0.000
H 5.22540 2.41849 -0.54767  0.000
H 5.32774 1.48351 2.30668  0.000
H 5.64447 0.52736 0.85069  0.000
H 3.32004 0.04063 2.09547  0.000
C 2.55601 0.10951 -1.93027  -0.004
P 0.99939 -0.77949 -1.72428  -0.099
C 0.40852 -0.91749 -3.43077  0.001
C 1.41619 -2.43072 -1.14207  0.003
C 2.26992 -2.57483 -0.04267  0.001
C 2.64152 -3.83903 0.38330  0.000
C 2.15926 -4.96489 -0.27843  0.000
C 1.29921 -4.82660 -1.36113  0.001
C 0.91924 -3.56250 -1.79229  0.004
H 3.05713 -0.32670 -2.79743  -0.003
H 3.20316 -0.02149 -1.06855  0.001
H 2.36915 1.16547 -2.12314  -0.001
H 1.13078 -1.54625 -3.95742  -0.002
H 0.41594 0.06334 -3.90754  0.000
H -0.57793 -1.36778 -3.51724  0.001
H 2.67171 -1.70396 0.46030  -0.006
H 3.32909 -3.95346 1.21136  0.000
H 2.47399 -5.95136 0.03767  0.000
H 0.95070 -5.70274 -1.89306  0.000
H 0.27459 -3.47273 -2.65912  0.000



Listing DFT total energy for the structures above in their given order: -2117.31253, -3095.43212, -3183.79780 Ha.